(1)
{
  "formula": "C8H30N4O7",
  "method": "wB97M-V/def2-TZVPD",
  "relative_energy_kj_mol": 116.6,
  "fmax_ev_per_a": 10.51,
  "smiles": "NC(N)=O.NC(N)=O.CCO.CO.CO.CO.CO",
  "total_energy_ha": -1068.36290,
  "homo_lumo_gap_ev": 9.12,
  "elements": ["N", "C", "N", "O", "H", "H", "H", "H", "N", "C", "N", "O", "H", "H", "H", "H", "C", "C", "O", "H", "H", "H", "H", "H", "H", "C", "O", "H", "H", "H", "H", "C", "O", "H", "H", "H", "H", "C", "O", "H", "H", "H", "H", "C", "O", "H", "H", "H", "H"],
  "positions_angstrom": [[0.864, 2.071, 2.646], [2.133, 1.848, 2.581], [2.751, 2.623, 1.827], [2.753, 0.662, 3.132], [0.355, 1.369, 3.183], [0.336, 2.893, 2.395], [3.669, 2.436, 1.530], [2.395, 3.325, 1.218], [-2.452, -1.921, -2.634], [-3.666, -2.361, -2.925], [-3.970, -2.093, -4.197], [-4.604, -2.720, -1.963], [-2.094, -2.001, -1.696], [-1.737, -1.639, -3.397], [-4.892, -2.366, -4.580], [-3.160, -2.204, -4.885], [-1.191, 1.537, -1.641], [-0.670, 1.847, -0.295], [0.534, 1.175, 0.011], [-0.384, 1.603, -2.307], [-2.050, 2.185, -1.924], [-1.573, 0.558, -1.692], [-1.335, 1.505, 0.525], [-0.499, 2.891, -0.117], [0.748, 1.494, 0.891], [3.941, -0.426, 0.111], [4.538, 0.590, -0.689], [2.912, -0.301, 0.292], [4.465, -0.553, 1.068], [4.003, -1.349, -0.483], [3.882, 1.260, -0.813], [1.369, -2.037, -2.394], [1.544, -0.654, -2.098], [0.869, -2.172, -3.354], [0.749, -2.567, -1.654], [2.266, -2.591, -2.472], [0.936, -0.423, -1.368], [-2.108, 0.738, 3.656], [-0.872, 0.716, 4.304], [-2.269, 1.841, 3.487], [-2.936, 0.442, 4.336], [-2.141, 0.180, 2.765], [-0.791, 1.310, 4.977], [-0.337, -1.705, 1.024], [-0.971, -1.369, -0.183], [0.702, -1.454, 0.978], [-0.442, -2.741, 1.222], [-0.703, -1.066, 1.839], [-0.855, -0.384, -0.257]]
}


(2)
{
  "formula": "C5H8O2",
  "method": "wB97M-V/def2-TZVPD",
  "relative_energy_kj_mol": 106.5,
  "fmax_ev_per_a": 0.75,
  "smiles": "C[C@@]1(O)CCC1=O",
  "total_energy_ha": -345.76438,
  "homo_lumo_gap_ev": 10.27,
  "elements": ["C", "C", "O", "C", "C", "C", "O", "H", "H", "H", "H", "H", "H", "H", "H"],
  "positions_angstrom": [[-1.386, -0.606, -0.191], [-0.307, 0.476, -0.218], [-0.842, 1.721, -0.566], [0.626, 0.437, 1.019], [1.575, -0.534, 0.288], [0.943, -0.024, -1.013], [1.329, 0.067, -2.145], [-2.200, -0.312, 0.487], [-1.802, -0.751, -1.193], [-0.998, -1.564, 0.169], [-1.754, 1.755, -0.241], [1.095, 1.419, 1.124], [0.186, 0.123, 1.968], [2.651, -0.411, 0.426], [1.315, -1.586, 0.449]]
}


(3)
{
  "formula": "C6H11N",
  "method": "wB97M-V/def2-TZVPD",
  "relative_energy_kj_mol": 345.3,
  "fmax_ev_per_a": 5.94,
  "smiles": "C=CC(N)=C(C)C",
  "total_energy_ha": -289.84018,
  "homo_lumo_gap_ev": 9.39,
  "elements": ["C", "C", "C", "N", "C", "C", "C", "H", "H", "H", "H", "H", "H", "H", "H", "H", "H", "H"],
  "positions_angstrom": [[-1.714, 1.776, 0.741], [-0.428, 1.685, 0.162], [0.435, 0.442, 0.396], [1.741, 0.761, 0.946], [0.169, -0.694, -0.204], [1.227, -1.783, -0.468], [-1.213, -1.046, -0.739], [-2.315, 2.679, 0.799], [-2.174, 0.868, 0.784], [0.175, 2.386, -0.536], [2.184, 1.729, 0.646], [2.149, 0.704, 2.008], [1.212, -2.104, -1.568], [2.198, -1.247, -0.336], [1.329, -2.725, 0.180], [-1.662, -1.982, -0.468], [-1.202, -1.042, -1.850], [-2.108, -0.407, -0.494]]
}


(4)
{
  "formula": "C24H43KN6O3SSeSi4Te",
  "method": "wB97M-V/def2-TZVPD",
  "fmax_ev_per_a": 1.58,
  "charge": -2,
  "total_energy_ha": -6320.41001,
  "homo_lumo_gap_ev": 6.02,
  "elements": ["K", "O", "C", "O", "C", "C", "C", "C", "C", "C", "C", "C", "C", "N", "H", "H", "H", "H", "H", "H", "C", "S", "C", "O", "H", "H", "H", "H", "H", "H", "Se", "C", "N", "N", "C", "N", "N", "C", "N", "H", "H", "H", "H", "C", "Si", "C", "C", "Si", "Te", "Si", "C", "C", "C", "Si", "C", "C", "C", "H", "H", "H", "H", "H", "H", "H", "H", "H", "H", "H", "H", "H", "H", "H", "H", "H", "H", "H", "H", "H", "H", "H", "H", "H", "H", "H"],
  "positions_angstrom": [[3.345, -2.605, -1.344], [6.354, -1.835, -0.906], [5.584, -1.111, -1.574], [4.897, -1.416, -2.580], [5.369, 0.320, -1.102], [6.366, 1.316, -1.286], [6.084, 2.601, -0.955], [4.803, 2.932, -0.444], [4.406, 4.253, -0.119], [3.158, 4.499, 0.382], [2.245, 3.434, 0.577], [2.597, 2.152, 0.261], [3.887, 1.874, -0.261], [4.194, 0.577, -0.577], [7.331, 1.028, -1.687], [6.824, 3.386, -1.081], [5.108, 5.066, -0.275], [2.864, 5.513, 0.631], [1.256, 3.635, 0.976], [1.904, 1.325, 0.389], [3.665, -4.660, 2.087], [3.287, -2.925, 2.086], [4.927, -2.296, 1.773], [2.499, -2.672, 0.813], [4.400, -4.866, 2.871], [4.044, -4.973, 1.109], [2.734, -5.189, 2.296], [5.503, -2.369, 2.698], [4.798, -1.250, 1.489], [5.424, -2.828, 0.961], [4.951, -9.527, 0.241], [4.712, -7.759, -0.113], [4.556, -6.619, -0.323], [0.198, -4.075, 1.471], [-0.789, -4.433, 0.631], [-1.989, -4.775, 1.191], [-0.678, -4.562, -0.659], [0.418, -4.222, -1.326], [1.284, -3.964, -2.061], [-0.070, -3.722, 2.376], [1.005, -3.601, 1.057], [-2.248, -4.286, 2.031], [-2.729, -4.885, 0.520], [-4.500, -1.806, 0.669], [-4.445, -0.313, -0.462], [-4.490, -0.982, -2.219], [-6.062, 0.629, -0.212], [-2.520, 0.936, 0.001], [-0.687, -0.345, 0.945], [-3.156, 2.523, 1.596], [-3.994, 1.651, 3.038], [-4.328, 3.903, 1.044], [-1.643, 3.393, 2.291], [-2.126, 2.146, -1.949], [-1.392, 1.153, -3.359], [-3.737, 2.891, -2.604], [-0.974, 3.603, -1.644], [-5.408, -2.406, 0.533], [-4.432, -1.496, 1.720], [-3.620, -2.425, 0.456], [-5.397, -1.569, -2.404], [-3.619, -1.624, -2.405], [-4.457, -0.170, -2.955], [-6.933, 0.003, -0.431], [-6.102, 1.510, -0.867], [-6.149, 0.989, 0.820], [-4.940, 1.193, 2.718], [-4.209, 2.331, 3.870], [-3.345, 0.843, 3.404], [-5.271, 3.496, 0.657], [-3.871, 4.496, 0.241], [-4.560, 4.581, 1.874], [-0.832, 2.668, 2.443], [-1.867, 3.874, 3.252], [-1.279, 4.164, 1.598], [-2.050, 0.321, -3.640], [-0.427, 0.720, -3.072], [-1.241, 1.786, -4.240], [-4.460, 2.107, -2.864], [-3.553, 3.490, -3.504], [-4.211, 3.537, -1.855], [0.029, 3.250, -1.369], [-1.340, 4.232, -0.821], [-0.883, 4.231, -2.538]]
}


(5)
{
  "formula": "C7H16N2",
  "method": "wB97M-V/def2-TZVPD",
  "relative_energy_kj_mol": 598.3,
  "fmax_ev_per_a": 1.00,
  "total_energy_ha": -385.61271,
  "homo_lumo_gap_ev": 8.40,
  "elements": ["C", "C", "C", "N", "H", "H", "H", "H", "H", "H", "H", "C", "C", "C", "C", "N", "H", "H", "H", "H", "H", "H", "H", "H", "H"],
  "positions_angstrom": [[1.501, 0.026, -0.269], [1.310, 0.328, 1.177], [3.845, 0.072, -0.352], [1.113, -0.991, 0.557], [1.680, -1.795, 0.789], [2.474, 0.144, -0.952], [0.401, 0.819, 1.504], [2.193, 0.482, 1.788], [4.325, -0.258, -1.270], [3.965, -0.645, 0.456], [4.134, 1.080, -0.071], [-1.455, 1.936, -0.768], [-1.948, -0.830, -1.220], [-2.399, -1.037, 1.296], [-2.047, -0.156, 0.131], [-1.846, 1.081, 0.341], [-2.146, 1.875, -1.617], [-1.436, 2.970, -0.424], [-0.453, 1.675, -1.130], [-0.964, -0.650, -1.659], [-2.103, -1.905, -1.144], [-3.342, -1.562, 1.113], [-2.489, -0.446, 2.205], [-1.620, -1.793, 1.428], [-2.692, -0.421, -1.910]]
}


(6)
{
  "formula": "C4H26BrIN2O15",
  "method": "wB97M-V/def2-TZVPD",
  "fmax_ev_per_a": 6.55,
  "total_energy_ha": -4277.70610,
  "homo_lumo_gap_ev": 7.09,
  "elements": ["O", "C", "O", "C", "N", "I", "C", "O", "C", "N", "Br", "H", "H", "O", "H", "H", "O", "H", "H", "O", "H", "H", "O", "H", "H", "O", "H", "H", "O", "H", "H", "O", "H", "H", "O", "H", "H", "O", "H", "H", "O", "H", "H", "O", "H", "H", "O", "H", "H"],
  "positions_angstrom": [[-2.138, 3.021, -1.159], [-2.569, 2.039, -1.774], [-3.292, 2.088, -2.819], [-2.239, 0.624, -1.185], [-1.035, -0.040, -1.316], [0.690, 0.480, -2.273], [-1.244, -1.234, -0.573], [-0.243, -2.267, -0.371], [-2.623, -1.348, 0.019], [-3.140, -0.096, -0.452], [-4.853, 0.472, -0.060], [0.067, -2.093, 0.559], [-3.092, -2.128, 0.649], [1.916, -0.389, 0.739], [2.673, 0.155, 0.980], [2.264, -0.982, 0.058], [3.896, -0.816, -1.257], [4.654, -0.270, -1.022], [4.239, -1.406, -1.938], [-6.118, 0.307, -2.990], [-6.106, -0.287, -3.749], [-5.487, 1.003, -3.226], [-0.806, -2.083, 2.552], [-0.487, -1.224, 2.245], [-0.639, -2.072, 3.504], [1.096, -3.221, 4.683], [1.177, -3.812, 3.922], [2.001, -3.127, 5.003], [-0.438, 4.283, 1.195], [-0.717, 3.847, 0.377], [0.522, 4.198, 1.190], [0.837, -5.833, 6.753], [0.188, -5.678, 7.447], [1.015, -4.953, 6.396], [-0.816, -4.428, -2.942], [-1.439, -3.889, -3.443], [-0.703, -3.941, -2.114], [5.217, -0.577, -3.486], [4.586, 0.054, -3.848], [6.076, -0.227, -3.751], [0.197, 7.512, 0.621], [-0.171, 6.804, 1.167], [-0.365, 7.515, -0.162], [1.461, -4.517, 0.742], [0.829, -3.888, 0.372], [2.320, -4.178, 0.464], [1.296, 8.997, -2.042], [0.457, 8.969, -2.515], [1.088, 8.637, -1.170]]
}